# 1
Density functional theory data (ωB97M-V/def2-TZVPD) for a molecular structure, C32H37N4O9SbTi.

The geometry in XYZ format:
```
84
Properties=species:S:1:pos:R:3:forces:R:3:mulliken_spin:R:1
Ti 1.514 0.634 -0.191 -0.2887 -0.4420 -0.1791 0.88
O 0.660 1.159 -1.861 0.2383 0.0230 0.0746 0.03
C 1.040 1.658 -2.995 0.0270 0.0709 -0.0614 0.01
C 0.162 1.636 -4.102 -0.0648 0.0173 0.0089 0.00
C 0.525 2.184 -5.308 0.0030 -0.0030 0.0167 0.01
C 1.775 2.793 -5.482 0.0040 0.0099 0.0040 0.00
C 2.644 2.824 -4.418 -0.0014 -0.0012 -0.0088 0.00
C 2.314 2.254 -3.177 -0.0483 -0.0091 -0.0277 0.01
C 3.303 2.294 -2.131 0.0609 -0.0088 0.0061 0.03
N 3.244 1.681 -1.009 -0.0127 0.1835 -0.0040 -0.01
C 4.399 1.821 -0.113 0.0193 0.0020 0.0262 0.01
C 4.031 1.326 1.288 0.0633 0.1068 0.0063 0.00
N 3.196 0.165 1.086 -0.0603 -0.0089 -0.0398 0.01
C 3.540 -1.001 1.481 0.0268 0.0072 0.0166 -0.01
C 2.933 -2.226 1.024 0.0068 -0.0404 -0.0436 0.00
C 3.185 -3.412 1.733 0.0083 0.0204 0.0051 0.00
C 2.771 -4.634 1.263 0.0022 -0.0148 -0.0086 0.01
C 2.132 -4.688 0.015 0.0102 0.0098 0.0163 0.00
C 1.895 -3.553 -0.716 -0.0261 -0.0044 -0.0360 0.01
C 2.251 -2.268 -0.230 0.0676 -0.0016 0.0481 0.00
O 1.994 -1.220 -0.938 -0.1641 0.1085 0.2163 0.01
H -0.805 1.172 -3.960 0.0078 -0.0051 -0.0024 0.00
H -0.172 2.145 -6.137 0.0016 0.0044 -0.0001 0.00
H 2.049 3.229 -6.433 -0.0007 -0.0017 0.0022 0.00
H 3.618 3.289 -4.526 0.0001 -0.0057 0.0006 0.00
H 4.191 2.893 -2.355 0.0054 -0.0115 -0.0084 0.00
H 5.211 1.200 -0.504 -0.0059 -0.0136 -0.0011 0.00
H 4.737 2.859 -0.072 -0.0050 0.0040 -0.0142 0.00
H 4.942 1.099 1.852 -0.0338 -0.0239 0.0452 0.00
H 3.464 2.097 1.811 0.0023 0.0123 -0.0221 0.00
H 4.396 -1.097 2.158 -0.0036 -0.0016 0.0017 0.00
H 3.715 -3.344 2.678 -0.0048 -0.0017 -0.0020 0.00
H 2.948 -5.536 1.833 0.0006 0.0021 0.0005 0.00
H 1.814 -5.647 -0.380 -0.0007 0.0014 0.0013 0.00
H 1.394 -3.591 -1.675 -0.0036 0.0007 0.0028 0.00
O -0.293 -0.684 3.258 -0.0519 0.0042 -0.0249 0.00
C 0.042 0.137 2.423 -0.0187 -0.0172 0.0215 0.00
O 0.303 -0.165 1.184 0.1929 0.1455 -0.0922 0.02
C 0.142 1.594 2.830 -0.0152 -0.0291 -0.0060 0.01
C -0.361 1.928 4.067 0.0009 0.0295 0.0410 0.00
C -0.317 3.240 4.529 0.0958 -0.0825 -0.0455 0.01
C 0.281 4.236 3.778 0.0501 0.0602 -0.0147 0.00
C 0.821 3.905 2.559 -0.1088 -0.1696 0.0813 0.01
C 0.721 2.595 1.988 -0.0422 0.0368 -0.0148 -0.01
O 1.112 2.373 0.800 0.1012 0.0008 -0.0008 -0.01
N 1.546 4.954 1.856 0.1166 0.1435 0.0682 0.00
O 2.548 4.648 1.237 -0.0013 -0.0377 -0.0380 0.00
O 1.148 6.102 1.979 -0.0459 -0.0371 -0.0593 0.00
N -0.873 3.572 5.826 -0.2905 0.0833 -0.0641 0.00
O -0.811 4.734 6.199 0.1034 -0.0187 0.0322 0.00
O -1.408 2.685 6.467 0.0968 -0.0325 0.0367 0.00
H -0.794 1.145 4.673 -0.0002 0.0005 0.0020 0.00
H 0.345 5.248 4.145 -0.0092 -0.0028 0.0126 0.00
C -2.508 -2.908 -3.382 -0.0217 -0.0123 0.0023 0.00
C -3.288 -2.084 -2.358 -0.0133 0.0837 0.0598 0.00
C -4.574 -2.803 -1.972 0.0041 -0.0174 0.0004 0.00
Sb -1.843 -1.400 -0.832 -0.0204 -0.1640 0.0454 -0.01
C -2.256 -2.503 1.018 0.0076 0.0689 -0.0052 0.00
C -1.047 -3.369 1.356 0.0054 -0.0265 -0.0015 0.00
C -3.540 -3.314 1.137 0.0179 -0.0255 -0.0113 0.00
C -2.903 0.403 -0.218 0.0699 -0.0266 -0.0260 0.00
C -2.768 1.478 -1.291 -0.0057 0.0070 -0.0093 0.00
C -4.356 0.202 0.189 -0.0040 0.0093 -0.0217 0.00
H -3.135 -3.160 -4.246 0.0082 0.0017 -0.0010 0.00
H -2.164 -3.850 -2.944 -0.0018 0.0013 -0.0030 0.00
H -1.625 -2.378 -3.744 0.0001 -0.0029 -0.0022 0.00
H -3.560 -1.131 -2.829 0.0001 0.0043 0.0024 0.00
H -4.364 -3.787 -1.551 -0.0026 -0.0067 0.0078 0.00
H -5.201 -2.961 -2.859 0.0012 -0.0014 0.0044 0.00
H -5.165 -2.252 -1.241 0.0012 -0.0049 -0.0045 0.00
H -2.284 -1.687 1.747 -0.0076 0.0089 -0.0216 0.00
H -0.924 -4.179 0.630 0.0029 -0.0092 -0.0094 0.00
H -1.170 -3.823 2.346 0.0047 0.0082 -0.0072 0.00
H -0.128 -2.784 1.374 0.0083 -0.0041 0.0065 0.00
H -3.504 -4.201 0.499 -0.0114 0.0049 -0.0115 0.00
H -4.433 -2.751 0.872 -0.0222 0.0060 0.0048 0.00
H -3.659 -3.667 2.168 0.0061 -0.0040 -0.0070 0.00
H -2.328 0.712 0.661 -0.0061 0.0185 0.0014 0.00
H -3.269 1.174 -2.217 -0.0074 0.0015 -0.0009 0.00
H -1.722 1.682 -1.527 -0.0287 0.0081 0.0124 0.00
H -3.237 2.414 -0.967 0.0072 0.0046 0.0001 0.00
H -4.962 -0.127 -0.659 0.0113 0.0109 0.0107 0.00
H -4.788 1.144 0.547 -0.0028 -0.0067 0.0056 0.00
H -4.461 -0.533 0.988 -0.0053 0.0015 0.0038 0.00
```
Forces are in eV/Å.

Properties
Lowest unoccupied orbital energy (spin up / spin down) (eV): 2.130 / 2.082
2S+1: 2
Energy relative to the best compared isomer or geometry (same formula, charge and spin) (eV): 0.0000
Expectation value of S²: 0.754
Orbital gap (spin up / spin down) (eV): 6.5 / 7.3
Total charge: -1


# 2
Density functional theory data (ωB97M-V/def2-TZVPD) for a molecular structure, C32H37N8SSeSiTi at a distorted geometry.

The geometry in XYZ format:
```
81
Properties=species:S:1:pos:R:3:forces:R:3:lowdin_charge:R:1
Ti 0.224 -0.139 0.156 0.5708 0.7664 0.5370 0.91
C 1.371 -5.527 0.966 -0.0120 -0.0227 -0.0024 -0.08
C 2.426 -4.995 0.237 0.0208 -0.0206 -0.0350 -0.08
C 2.342 -3.723 -0.305 -0.0728 0.0184 0.0015 -0.03
C 1.181 -2.973 -0.119 -0.1246 -0.1858 0.0718 -0.27
C 0.114 -3.512 0.597 0.0454 -0.0174 -0.0352 -0.04
C 0.215 -4.781 1.144 -0.0169 0.0054 -0.0117 -0.07
N 1.071 -1.661 -0.634 0.6769 0.0035 -0.5327 -0.15
N 1.840 -1.464 -1.747 -0.2845 -0.4632 0.1210 0.06
C 1.982 -0.189 -2.032 -0.0177 0.2957 -0.4012 -0.37
C 2.627 0.177 -3.259 0.0500 -0.0404 0.1720 0.00
C 2.734 1.480 -3.598 -0.0657 0.0591 0.0397 -0.06
C 2.187 2.469 -2.732 0.0418 0.0249 -0.0582 -0.07
C 1.583 2.076 -1.585 -0.0797 0.0338 0.0770 -0.16
N 1.474 0.772 -1.191 0.2853 -0.1684 -0.3603 -0.03
H 1.447 -6.520 1.387 0.0021 -0.0032 0.0053 0.11
H 3.328 -5.574 0.092 0.0044 -0.0026 0.0033 0.11
H 3.159 -3.303 -0.872 0.0151 0.0166 -0.0111 0.11
H -0.803 -2.946 0.709 0.0126 -0.0118 -0.0042 0.10
H -0.619 -5.192 1.699 -0.0032 -0.0036 0.0018 0.11
H 2.994 -0.626 -3.882 0.0294 -0.0018 -0.0018 0.12
H 3.209 1.775 -4.524 0.0194 -0.0109 -0.0045 0.11
H 2.236 3.518 -2.985 -0.0098 0.0089 0.0054 0.10
H 1.129 2.786 -0.911 0.0135 0.0599 0.0108 0.05
C -3.639 -0.614 0.596 -0.0149 -0.0068 0.0024 -0.01
C -2.675 -0.808 1.727 0.0003 0.0709 0.0068 -0.30
C -3.109 -1.161 2.986 -0.0231 -0.0156 0.0069 -0.03
C -2.172 -1.337 4.009 0.0068 0.0113 -0.0213 -0.03
C -0.831 -1.175 3.766 0.0095 0.0131 -0.0418 0.00
C -0.437 -0.831 2.462 -0.1285 -0.0828 0.2437 -0.47
N -1.362 -0.633 1.483 -0.4313 -0.1916 0.3672 0.02
N 0.816 -0.669 1.979 -0.0908 0.0405 0.1449 -0.21
Si 2.342 -1.005 2.804 -0.0440 -0.0439 -0.0575 0.42
C 3.651 -0.565 1.548 -0.0359 -0.0075 0.0431 -0.15
C 2.406 -2.810 3.288 0.0378 0.0676 -0.0274 -0.14
C 2.490 0.057 4.344 0.0227 -0.0565 -0.0548 -0.17
H -4.625 -0.977 0.875 -0.0109 0.0099 -0.0046 0.09
H -3.309 -1.153 -0.292 -0.0106 0.0008 0.0042 0.08
H -3.726 0.443 0.335 0.0284 -0.0082 -0.0007 0.08
H -4.164 -1.306 3.169 -0.0103 -0.0016 -0.0003 0.11
H -2.509 -1.612 5.000 0.0009 -0.0060 0.0088 0.12
H -0.087 -1.314 4.536 0.0042 -0.0018 0.0169 0.10
H 3.389 -0.943 0.557 0.0126 -0.0268 0.0133 0.01
H 4.614 -0.998 1.824 0.0266 0.0087 0.0226 0.04
H 3.776 0.517 1.475 -0.0219 0.0207 -0.0084 0.03
H 2.666 -3.445 2.440 -0.0114 0.0314 0.0153 0.01
H 1.447 -3.161 3.675 -0.0186 0.0231 0.0279 0.03
H 3.152 -2.962 4.071 0.0322 -0.0111 0.0022 0.04
H 2.019 1.033 4.223 -0.0021 0.0183 -0.0313 0.00
H 3.547 0.224 4.563 0.0215 -0.0102 0.0221 0.04
H 2.055 -0.429 5.219 -0.0231 -0.0017 0.0070 0.03
S -2.450 -0.645 -3.622 0.0463 0.0170 0.0468 1.14
C -1.318 -0.925 -2.374 0.0023 0.0362 0.1082 -0.42
N -1.190 0.023 -1.487 -0.2665 -0.2564 -0.3443 -0.06
C -2.013 1.099 -1.795 -0.0206 0.1296 -0.0854 -0.31
C -2.085 2.297 -1.083 -0.0590 0.0596 -0.0198 -0.03
C -2.946 3.272 -1.538 0.0216 0.0044 0.0449 -0.06
C -3.734 3.073 -2.679 -0.0067 -0.0153 -0.0309 -0.06
C -3.666 1.895 -3.392 0.0008 0.0180 0.0006 -0.06
C -2.789 0.911 -2.940 -0.0069 0.0012 0.0067 -0.45
H -0.734 -1.833 -2.335 -0.0179 -0.0315 -0.0091 0.09
H -1.474 2.439 -0.199 0.0014 -0.0168 0.0090 0.06
H -3.018 4.215 -1.012 0.0079 0.0041 0.0160 0.10
H -4.401 3.857 -3.010 -0.0055 -0.0009 -0.0036 0.11
H -4.266 1.744 -4.279 -0.0087 0.0004 -0.0019 0.12
C -1.981 4.222 2.189 -0.0489 -0.0424 0.0378 -0.02
N -0.782 4.735 1.546 0.0531 -0.0716 -0.1579 -0.12
C -0.606 6.036 1.127 0.0505 0.0963 0.0162 -0.03
C 0.654 6.133 0.657 -0.0308 0.0871 0.0317 -0.03
N 1.235 4.891 0.790 -0.1556 -0.0654 -0.0388 -0.11
C 2.633 4.611 0.493 0.0337 -0.0402 -0.0087 -0.01
C 0.343 4.026 1.318 0.0634 -0.0100 0.1274 -0.64
Se 0.636 2.238 1.804 -0.0619 -0.0896 0.0225 0.81
H -2.502 5.052 2.658 0.0013 -0.0001 -0.0029 0.10
H -1.690 3.492 2.940 -0.0124 0.0034 -0.0057 0.07
H -2.637 3.743 1.464 -0.0147 -0.0216 -0.0172 0.08
H -1.381 6.775 1.221 -0.0084 0.0136 -0.0114 0.13
H 1.193 6.973 0.259 -0.0039 0.0119 -0.0127 0.13
H 3.263 5.276 1.080 0.0033 -0.0122 -0.0040 0.11
H 2.824 4.760 -0.568 0.0148 0.0019 -0.0065 0.09
H 2.840 3.579 0.761 0.0009 0.0054 -0.0026 0.06
```
Forces are in eV/Å.

Properties
Lowest unoccupied orbital energy (spin up / spin down) (eV): -2.928 / -2.517
2S+1: 1
Energy relative to the best compared isomer or geometry (same formula, charge and spin) (eV): 0.0000
Orbital gap (spin up / spin down) (eV): 6.7 / 6.9
Total charge: +1


# 3
Density functional theory data (ωB97M-V/def2-TZVPD) for a molecular structure, C32H37N8SSeSiTi.

The geometry in XYZ format:
```
81
Properties=species:S:1:pos:R:3:forces:R:3:lowdin_charge:R:1
Ti 0.206 0.594 0.159 0.7586 0.1041 0.0712 0.88
C -0.408 6.242 0.332 -0.0146 -0.0076 0.0035 -0.07
C -1.465 5.406 0.672 0.0130 0.0178 0.0025 -0.07
C -1.228 4.071 0.955 0.0317 0.0033 0.0362 -0.04
C 0.067 3.573 0.883 0.0840 0.0120 -0.0631 -0.28
C 1.129 4.407 0.577 0.0172 0.0282 0.0272 -0.04
C 0.887 5.745 0.295 0.0180 -0.0102 0.0068 -0.07
N 0.278 2.189 1.197 -0.1609 -0.2289 -0.1124 -0.20
N 0.463 2.045 2.537 -0.0837 -0.1388 0.2642 0.06
C 0.113 0.838 2.954 0.1174 0.2665 -0.0330 -0.40
C 0.203 0.526 4.346 -0.0682 -0.0230 0.0464 -0.01
C -0.385 -0.600 4.815 0.0827 0.0313 0.0208 -0.07
C -1.036 -1.479 3.906 -0.0141 -0.0112 -0.0800 -0.07
C -0.997 -1.185 2.581 -0.0470 -0.0934 0.0413 -0.17
N -0.405 -0.074 2.063 -0.0065 0.0818 -0.1232 -0.02
H -0.593 7.285 0.114 -0.0005 0.0017 0.0011 0.11
H -2.473 5.796 0.722 -0.0042 0.0006 -0.0002 0.11
H -2.036 3.405 1.233 0.0063 0.0088 0.0014 0.12
H 2.137 4.016 0.585 -0.0012 -0.0208 -0.0108 0.11
H 1.714 6.400 0.058 -0.0022 0.0014 -0.0042 0.11
H 0.697 1.243 4.987 -0.0136 0.0017 0.0035 0.12
H -0.366 -0.831 5.872 0.0019 0.0077 0.0019 0.11
H -1.545 -2.367 4.250 0.0011 -0.0034 -0.0081 0.11
H -1.443 -1.861 1.866 -0.0044 0.0106 0.0165 0.07
C 0.284 -3.439 0.635 0.0342 -0.0112 -0.0256 -0.02
C 0.415 -2.774 -0.703 0.0152 -0.0199 0.0254 -0.32
C 0.498 -3.537 -1.849 0.0014 -0.0010 0.0031 -0.04
C 0.575 -2.893 -3.085 -0.0220 0.0027 -0.0135 -0.05
C 0.628 -1.524 -3.147 -0.0088 0.0020 -0.0015 -0.03
C 0.615 -0.787 -1.944 -0.1450 0.0169 -0.0334 -0.46
N 0.459 -1.428 -0.751 -0.1248 0.0511 -0.0295 0.05
N 0.724 0.562 -1.816 -0.2185 -0.0054 -0.0283 -0.15
Si 1.298 1.553 -3.166 0.0446 0.0416 0.0372 0.42
C 0.034 1.654 -4.546 0.0555 0.0109 -0.0180 -0.15
C 1.717 3.240 -2.495 -0.0286 -0.0288 0.0036 -0.15
C 2.887 0.825 -3.849 0.0060 0.0021 0.0208 -0.15
H 0.833 -4.379 0.642 0.0089 -0.0120 -0.0001 0.09
H -0.760 -3.676 0.851 0.0056 -0.0050 -0.0028 0.09
H 0.658 -2.799 1.429 0.0453 0.0169 0.0374 0.06
H 0.476 -4.615 -1.780 0.0025 0.0036 0.0030 0.12
H 0.597 -3.475 -3.998 0.0025 0.0022 -0.0003 0.12
H 0.679 -1.011 -4.094 0.0035 -0.0012 -0.0007 0.08
H -0.983 1.755 -4.169 -0.0562 0.0213 0.0366 0.02
H 0.065 0.779 -5.198 -0.0149 0.0115 -0.0049 0.03
H 0.242 2.526 -5.173 0.0119 -0.0056 0.0112 0.04
H 2.193 3.144 -1.518 0.0237 0.0133 -0.0222 0.02
H 0.866 3.915 -2.396 0.0048 -0.0039 0.0378 0.03
H 2.436 3.721 -3.161 -0.0251 -0.0034 -0.0330 0.05
H 2.737 -0.042 -4.491 0.0092 -0.0281 0.0182 0.03
H 3.572 0.547 -3.046 -0.0071 0.0504 -0.0045 0.02
H 3.388 1.589 -4.448 -0.0153 -0.0072 -0.0170 0.04
S -4.311 -0.160 -0.909 -0.0092 0.0039 0.0245 1.14
C -2.725 -0.325 -0.305 0.0290 -0.0379 -0.1053 -0.43
N -1.895 0.640 -0.562 -0.0589 -0.0939 0.0925 -0.04
C -2.527 1.638 -1.310 0.0022 0.0110 -0.0067 -0.29
C -1.947 2.820 -1.767 0.0277 -0.0235 -0.0589 -0.04
C -2.724 3.699 -2.488 0.0055 -0.0008 -0.0283 -0.05
C -4.070 3.421 -2.762 0.0021 0.0047 0.0064 -0.06
C -4.658 2.257 -2.317 0.0017 -0.0009 0.0048 -0.07
C -3.869 1.369 -1.588 0.0006 -0.0121 -0.0230 -0.45
H -2.438 -1.208 0.243 -0.0080 -0.0108 0.0253 0.07
H -0.915 3.047 -1.547 -0.0106 -0.0210 -0.0308 0.08
H -2.287 4.621 -2.847 -0.0013 0.0019 0.0053 0.12
H -4.656 4.130 -3.330 0.0003 -0.0006 -0.0013 0.11
H -5.697 2.039 -2.526 0.0009 -0.0012 -0.0023 0.12
C 3.834 -1.857 -1.416 -0.0040 -0.0040 -0.0006 0.00
N 3.688 -2.246 -0.021 0.0076 -0.0090 -0.0141 -0.10
C 3.988 -3.493 0.485 -0.0172 0.0011 -0.0145 -0.03
C 3.757 -3.445 1.813 -0.0172 0.0010 0.0058 -0.03
N 3.320 -2.171 2.100 -0.0312 0.0063 -0.0098 -0.11
C 2.944 -1.701 3.426 -0.0331 0.0064 0.0290 -0.01
C 3.271 -1.438 0.971 0.0285 -0.0285 -0.0006 -0.64
Se 2.850 0.381 0.857 -0.2805 0.0626 -0.0395 0.79
H 4.603 -2.479 -1.869 0.0063 0.0009 0.0015 0.11
H 4.133 -0.814 -1.454 -0.0066 -0.0179 0.0151 0.06
H 2.894 -1.987 -1.949 0.0732 -0.0066 0.0186 0.07
H 4.348 -4.289 -0.141 -0.0003 -0.0003 0.0008 0.13
H 3.873 -4.194 2.576 0.0004 0.0011 -0.0019 0.13
H 3.574 -2.194 4.163 -0.0026 -0.0013 -0.0045 0.10
H 1.896 -1.926 3.624 -0.0185 0.0116 -0.0032 0.08
H 3.092 -0.626 3.471 -0.0061 0.0034 0.0068 0.06
```
Forces are in eV/Å.

Properties
Lowest unoccupied orbital energy (spin up / spin down) (eV): -2.705 / -2.701
2S+1: 1
Energy relative to the best compared isomer or geometry (same formula, charge and spin) (eV): 0.3066
Orbital gap (spin up / spin down) (eV): 6.8 / 6.8
Total charge: +1